9
Properties=species:S:1:pos:R:3:nbo_charge:R:1 method="wB97M-V/def2-TZVPD" homo_ev=-15.3731 e_lumo_ev=-4.0419 total_charge=+1 molar_mass_g_mol=61.06 smiles=[NH3+][C@@H]1NO1
C 0.490 -0.177 0.446 0.374
N 1.312 0.804 0.137 -0.337
N -1.015 -0.213 -0.165 -0.721
O 1.396 -0.516 -0.519 -0.316
H 0.320 -0.640 1.516 0.233
H 1.377 1.503 -0.616 0.430
H -0.954 -0.166 -1.193 0.458
H -1.591 0.484 0.333 0.452
H -1.337 -1.079 0.061 0.426

***

9
Properties=species:S:1:pos:R:3:nbo_charge:R:1 method="wB97M-V/def2-TZVPD" homo_ev=-15.4448 e_lumo_ev=-4.5846 total_charge=+1 molar_mass_g_mol=61.06 smiles=[NH3+][C@@H]1NO1
C 0.761 -0.223 0.463 0.286
N 1.799 0.692 0.031 -0.224
N -0.589 -0.231 -0.065 -0.730
O 1.860 -0.684 -0.175 -0.296
H 0.630 -0.441 1.579 0.207
H 1.502 1.044 -0.976 0.334
H -1.138 -0.756 0.689 0.471
H -0.724 -0.699 -0.993 0.478
H -1.101 0.699 -0.047 0.475

***

9
Properties=species:S:1:pos:R:3:nbo_charge:R:1 method="wB97M-V/def2-TZVPD" homo_ev="-13.8454 / -14.6747" e_lumo_ev="-4.8688 / -5.0726" total_charge=+1 molar_mass_g_mol=61.06
C -0.278 -0.287 -0.270 0.231
N 2.010 -0.242 -1.248 -0.173
N -0.844 0.434 0.929 -0.715
O 0.924 0.064 -0.549 -0.254
H -0.850 -1.213 -0.548 0.221
H 1.903 -0.758 -2.138 0.328
H -0.457 1.341 0.941 0.449
H -0.588 0.029 1.912 0.457
H -1.821 0.632 0.972 0.456